[1]
# C18H28Cl22IN2O

11 unconnected molecules or ions with the total composition C18H28Cl22IN2O at a distorted geometry (ωB97M-V/def2-TZVPD, the Open Molecules 2025 dataset).

Geometry as XYZ:
```
72
Properties=species:S:1:pos:R:3:forces:R:3:lowdin_charge:R:1
O 2.995474 -2.089719 1.905268 0.44 -2.91 1.66 0.00
C 2.959375 -1.298065 1.066827 -0.51 2.84 -0.36 -0.81
I 3.666185 -1.752382 -0.944616 -0.01 0.30 0.04 0.74
C 2.439804 0.124310 1.371278 -0.19 1.41 -0.68 -0.32
N 1.298808 0.531062 0.601212 1.69 -0.01 -1.00 -0.01
C 0.325958 -0.351099 0.686934 -0.55 0.00 0.56 -0.42
C -0.451684 -0.731293 -0.404206 1.19 0.72 -0.63 -0.18
C -1.434399 -1.623254 -0.250015 -1.26 -1.89 -2.27 -0.43
N -1.841221 -2.245740 0.835022 -0.26 -0.17 -0.01 0.04
C -1.112520 -1.841941 1.853852 -1.50 -1.87 2.46 -0.23
C -0.092701 -0.993210 1.872372 1.84 1.22 0.15 -0.10
H 2.289088 0.177616 2.457072 0.31 -0.38 0.08 0.07
H 3.256703 0.804881 1.109728 0.16 -0.03 0.13 0.10
H -0.259786 -0.302253 -1.371764 0.15 0.10 -0.25 0.09
H -1.974116 -1.903463 -1.153148 -0.13 -0.07 -0.18 0.08
H -1.393040 -2.278736 2.810016 -0.06 -0.14 0.19 0.09
H 0.429869 -0.799735 2.803620 -0.58 0.12 -1.02 -0.06
C 1.308392 -4.304989 -3.826936 -0.05 0.10 -0.14 -1.04
Cl 2.931257 -4.234300 -3.137482 0.15 -0.40 -0.34 0.42
Cl 0.139991 -3.631865 -2.702636 -0.13 -0.31 0.40 0.51
H 1.291102 -3.710380 -4.734796 0.05 0.03 0.03 -0.04
H 1.054829 -5.334779 -4.051676 0.03 -0.03 0.14 0.03
C -3.619981 1.985765 0.287078 -0.03 -0.30 -0.18 -0.96
Cl -4.535770 2.882561 -0.955080 0.11 -0.03 0.14 0.44
Cl -2.840846 0.523888 -0.351280 -1.02 1.52 0.41 0.72
H -2.850440 2.637185 0.685366 0.03 0.02 -0.14 0.03
H -4.308863 1.698662 1.074034 -0.08 0.00 -0.08 0.02
C -0.311533 2.911625 -4.444262 0.03 -0.10 0.04 -1.04
Cl 0.838331 1.669106 -3.968223 0.05 0.02 0.03 0.52
Cl 0.460660 4.495103 -4.628140 0.08 0.07 0.35 0.47
H -0.758087 2.630048 -5.391054 0.07 0.01 -0.03 -0.03
H -1.075023 2.984388 -3.683310 -0.03 0.07 0.15 0.03
C -8.112163 4.952125 0.097532 -0.01 0.01 -0.04 -1.02
Cl -7.149532 4.945635 -1.381862 -0.20 0.13 0.00 0.47
Cl -7.329686 4.047572 1.400396 -0.07 0.02 0.06 0.50
H -8.247415 5.977890 0.419462 0.10 0.01 0.02 0.02
H -9.073674 4.498192 -0.111762 0.05 -0.09 -0.02 0.02
C 2.173811 -1.561732 5.977040 -0.20 0.07 -0.22 -1.01
Cl 3.903782 -1.373760 5.640026 0.01 -0.12 -0.07 0.50
Cl 1.198020 -1.119293 4.563998 0.48 -0.34 1.32 0.67
H 1.976660 -2.596917 6.226675 0.06 -0.01 -0.12 0.00
H 1.905712 -0.921955 6.807388 0.07 0.06 -0.02 -0.03
C 5.577376 -3.870204 2.276844 -0.20 0.01 -0.05 -1.01
Cl 5.829506 -5.564733 1.832924 0.00 0.00 -0.02 0.50
Cl 6.651122 -3.381910 3.602138 0.07 0.08 -0.02 0.51
H 5.781297 -3.246427 1.414446 0.07 -0.03 0.00 0.01
H 4.550017 -3.737515 2.592444 0.04 -0.02 0.04 0.01
C 6.592906 -4.276398 7.224900 0.14 0.01 0.12 -0.95
Cl 8.200411 -4.124571 7.950586 0.22 -0.05 -0.05 0.50
Cl 5.332449 -3.674521 8.311478 3.36 -2.37 -2.24 0.55
H 6.566789 -3.702097 6.306446 -0.05 0.08 0.08 -0.03
H 6.401967 -5.321511 7.014013 0.03 -0.04 0.08 0.03
C -0.934958 -1.864507 -6.540166 -0.09 0.17 0.11 -1.00
Cl -0.350898 -1.517869 -4.914810 -0.18 0.22 -0.35 0.52
Cl 0.257500 -2.775748 -7.484918 -0.04 -0.03 -0.08 0.50
H -1.842498 -2.452438 -6.466950 0.07 -0.10 0.02 0.03
H -1.138835 -0.929027 -7.048496 0.11 -0.01 -0.05 0.02
C -8.825614 5.879751 -5.155724 0.05 -0.04 -0.05 -1.03
Cl -7.135877 6.096530 -4.690652 0.01 0.02 -0.13 0.49
Cl -9.924990 6.196873 -3.806930 -0.08 0.00 -0.04 0.49
H -9.056358 6.567569 -5.960358 0.01 0.08 0.07 0.02
H -8.966771 4.857889 -5.487137 0.02 -0.04 0.11 0.02
C 3.896697 -1.912176 9.541447 -0.49 0.86 0.77 -1.05
Cl 3.541163 -0.329538 8.833952 0.04 0.05 0.30 0.54
Cl 2.945884 -3.209161 8.810998 -2.51 0.77 0.96 0.50
H 4.948867 -2.127404 9.393196 -0.51 0.74 0.34 -0.08
H 3.669179 -1.875121 10.599995 -0.21 0.03 0.00 0.03
C -0.636924 5.460388 -8.666620 -0.07 0.03 0.00 -1.01
Cl 0.938411 5.505300 -9.469316 -0.03 0.06 -0.04 0.50
Cl -0.754453 4.113244 -7.533330 -0.22 -0.02 -0.45 0.53
H -0.776419 6.386222 -8.120599 0.10 -0.03 0.06 0.03
H -1.408301 5.352355 -9.419741 0.05 -0.08 -0.04 0.02
```
Forces are in eV/Å.

As for the total charge: -1. Its HOMO energy is -3.4 eV. The value obtained for the strongest force on any atom is 4.68 eV/A. As for the HOMO-LUMO gap: 5.1069 eV.

=====

[2]
# C18H28Cl2O12

5 unconnected molecules or ions with the total composition C18H28Cl2O12 at a distorted geometry (ωB97M-V/def2-TZVPD, the Open Molecules 2025 dataset).

Geometry as XYZ:
```
60
Properties=species:S:1:pos:R:3:forces:R:3:lowdin_charge:R:1
C -8.353638 -4.757306 -2.215243 -0.95 -0.55 -1.23 -0.04
C -8.198498 -3.456576 -1.461373 1.09 -1.61 1.09 -0.28
C -8.416298 -3.650256 0.045537 -0.31 0.32 -0.02 -0.12
O -7.304708 -3.032046 0.657677 0.93 1.08 -0.12 0.05
C -6.352288 -2.710166 -0.275103 2.25 -0.49 1.17 -0.49
O -5.234208 -2.281126 0.008757 -3.42 -0.91 -1.11 0.12
O -6.778818 -3.144406 -1.487983 -0.07 1.27 -0.17 0.07
H -8.033998 -4.754336 -3.257323 0.43 0.58 0.04 0.09
H -9.392038 -5.059736 -2.350743 -0.36 0.27 0.45 0.09
H -7.880448 -5.637186 -1.779363 0.31 0.43 0.47 0.09
H -8.855328 -2.628606 -1.728103 0.53 0.06 -0.86 0.15
H -8.418888 -4.682446 0.395787 -0.37 -0.02 -0.22 0.14
H -9.311478 -3.083586 0.301757 -0.08 -0.43 0.51 0.13
C 2.274022 8.334804 -2.132623 1.12 -1.40 1.65 -0.01
C 2.979292 7.510264 -1.000043 -0.08 1.03 -0.14 -0.27
C 4.447072 7.929424 -0.709223 -0.57 -0.70 -0.21 -0.08
O 4.508292 7.997074 0.724517 0.27 0.04 -0.54 0.07
C 3.275012 7.849094 1.239487 -0.01 -0.10 3.84 -0.57
O 3.043282 7.811894 2.450947 0.58 0.24 -3.24 0.11
O 2.366262 7.739314 0.293917 -0.90 -0.31 -1.10 0.09
H 2.619132 9.358404 -1.986853 -0.44 0.08 -0.51 0.08
H 1.195062 8.194044 -2.068433 0.11 0.26 -0.02 0.08
H 2.647082 7.850604 -3.035113 -0.09 0.56 -0.34 0.08
H 2.942572 6.444314 -1.224803 -0.23 -0.03 0.18 0.15
H 4.719092 8.876014 -1.176203 0.00 0.10 0.27 0.13
H 5.107072 7.137234 -1.062673 0.24 0.21 0.15 0.13
C -2.072008 -1.503076 7.235747 -0.10 0.07 -0.02 -0.01
C -1.625578 -2.958206 7.284207 0.58 1.33 0.70 -0.33
C -2.476188 -3.959576 6.660967 -2.09 -0.39 -1.84 -0.11
O -1.657448 -4.594756 5.688817 -1.69 -1.80 -0.27 0.10
C -0.441818 -4.106366 5.705877 1.11 -0.35 -0.66 -0.62
O 0.486462 -4.505516 5.068437 -0.31 0.16 0.09 0.16
O -0.422278 -3.078546 6.525507 1.34 1.57 1.82 0.11
H -2.409028 -1.184136 6.249447 0.01 -0.38 -0.24 0.09
H -1.248988 -0.829416 7.474337 0.02 -0.18 0.31 0.09
H -2.905998 -1.313886 7.911597 0.09 -0.07 0.17 0.09
H -1.615828 -3.354446 8.299587 1.51 0.80 0.48 0.15
H -3.266568 -3.431636 6.127427 -0.46 -0.50 -0.09 0.14
H -2.877488 -4.657506 7.395787 -0.03 -0.26 -0.46 0.14
C 6.280082 -0.896206 -5.918613 0.59 -0.56 -0.57 -0.01
C 5.319842 -1.692206 -6.746233 1.74 0.15 -1.09 -0.38
C 4.601962 -2.859726 -6.149283 2.99 -1.24 1.36 -0.15
O 3.275152 -2.642596 -6.293823 -1.99 0.92 -0.65 0.10
C 3.111942 -1.455716 -6.941343 -2.94 0.23 -1.42 -0.51
O 2.031312 -1.060276 -7.335733 2.17 -0.44 1.04 0.14
O 4.293172 -0.879856 -7.175313 -2.09 1.44 -0.30 0.11
H 5.949192 -0.815056 -4.883223 0.25 0.56 -0.11 0.10
H 6.453602 -0.001606 -6.516683 -0.34 0.59 0.74 0.10
H 7.253052 -1.376106 -6.024113 0.07 -0.31 0.70 0.09
H 5.868152 -1.923216 -7.659513 0.04 -0.57 -0.11 0.15
H 4.872242 -2.867056 -5.093353 -0.14 -0.51 0.23 0.14
H 4.947742 -3.772976 -6.633553 -0.34 -0.25 0.18 0.14
Cl 3.708082 0.806804 0.749457 -0.63 -0.22 0.02 0.49
C 2.215132 0.437264 1.705467 0.23 0.97 0.52 -0.61
C 2.161632 1.397884 2.923017 0.13 -0.62 -0.33 -0.67
Cl 3.590062 1.304834 3.966877 0.35 -0.24 0.24 0.52
H 2.218062 -0.629066 1.931387 0.18 0.24 0.30 0.07
H 1.327742 0.651994 1.110047 0.21 0.01 -0.25 0.07
H 1.324182 1.152474 3.576117 -0.14 0.08 -0.30 0.06
H 2.137782 2.442764 2.613517 -0.32 -0.23 -0.21 0.06
```
Forces are in eV/Å.

Its HOMO energy is -10.5 eV. The value obtained for the strongest force on any atom is 3.84 eV/A. For the energy above the lowest of the compared OMol25 structures with the same formula, charge and spin, the calculation gives 0.9738 eV. As for the HOMO-LUMO gap: 10.9756 eV.

=====

| no. | DFT total energy (Ha) |
| --- | --- |
| 1 | -11309.224012 |
| 2 | -2525.932175 |